1.
Density functional theory data (ωB97M-V with the def2-TZVPD basis set) for a structure of composition C22H43O10Rb2.

Geometry as XYZ:
```
77
Properties=species:S:1:pos:R:3:forces:R:3
Rb -0.028 -0.544 4.585 0.204 -0.397 -0.582
Rb -3.655 1.753 3.447 0.231 -0.044 -0.601
O -6.078 -1.142 -1.008 -0.320 0.075 -0.111
O -2.173 4.572 -2.692 0.179 -0.027 0.130
O -1.417 0.711 1.947 0.013 0.382 0.135
O -0.344 5.670 0.793 -0.140 0.045 -0.286
O 0.612 -0.990 -3.058 0.224 -0.066 0.226
O 0.582 -3.504 4.336 0.140 0.230 0.164
O 5.013 1.563 -0.423 0.036 0.063 0.080
O 0.350 -0.656 1.750 -0.083 0.428 0.089
O -0.364 0.476 -0.041 -0.111 -0.232 0.786
O 0.474 -5.324 -1.518 -0.059 -0.487 -0.268
C -0.472 0.176 1.296 -0.195 -0.654 0.412
C -0.426 -1.449 -5.148 0.013 0.022 0.003
C 0.542 4.007 2.220 -0.214 0.310 -0.287
C -0.572 -3.421 -0.563 0.138 -0.384 0.019
C 2.758 -3.073 3.500 0.050 0.414 -0.382
C 2.862 1.703 -1.436 0.198 0.302 0.470
C -1.553 -0.074 -3.285 0.296 0.713 0.144
C -1.977 3.182 -0.799 -0.121 -0.060 0.219
C 0.349 6.513 2.897 -0.023 0.170 0.070
C 0.069 4.044 -2.100 0.168 0.141 -0.399
C -0.356 -0.852 -3.773 -0.180 -0.024 -0.010
C 0.147 5.432 1.865 0.079 -0.025 0.335
C 0.613 -4.283 -0.937 0.064 0.335 0.290
C 2.077 -5.360 4.377 -0.034 -0.008 -0.273
C -4.199 0.046 -0.157 -0.726 0.319 -0.259
C -4.936 -1.191 -0.637 0.360 -0.165 0.358
C -4.156 -2.485 -0.613 0.213 0.101 -0.480
C 3.998 0.995 -0.740 0.004 -0.234 -0.131
C 1.970 -3.763 -0.545 0.043 0.367 0.096
C 3.773 -0.474 -0.436 -0.026 0.710 0.146
C -1.423 4.008 -1.927 -0.204 0.105 -0.267
C 1.697 -3.938 4.100 -0.311 -0.118 0.070
H -3.933 -0.047 0.896 0.425 -0.229 -0.052
H 0.312 -0.159 -0.326 0.034 0.207 -0.436
H -0.583 -3.278 0.521 0.033 0.264 -0.060
H 3.403 -2.698 4.299 0.084 -0.090 -0.021
H 0.486 4.898 -1.563 -0.102 -0.111 0.231
H 1.207 3.656 1.430 0.120 -0.090 0.152
H 3.375 -3.627 2.793 0.097 -0.052 0.124
H -1.474 -3.951 -0.857 -0.063 0.129 -0.112
H -2.320 -0.744 -2.897 -0.092 -0.055 -0.168
H 0.533 3.124 -1.746 0.015 0.051 0.049
H 1.011 3.947 3.198 0.060 -0.171 0.026
H 3.149 2.737 -1.617 0.027 -0.055 -0.240
H -1.222 -2.197 -5.178 -0.013 0.028 -0.009
H 2.317 -2.227 2.969 -0.044 -0.028 0.078
H 1.269 6.388 3.467 0.011 -0.052 -0.060
H -1.963 0.583 -4.055 -0.189 -0.339 -0.126
H 2.940 -0.510 0.274 -0.034 -0.258 -0.002
H 1.422 -5.819 5.109 -0.018 0.008 0.083
H -4.865 0.908 -0.259 0.065 -0.088 -0.104
H -0.683 -0.674 -5.871 0.000 -0.041 -0.030
H 1.985 -3.468 0.509 -0.040 -0.094 -0.031
H -3.319 0.205 -0.778 0.244 0.006 0.309
H 1.971 -5.904 3.430 0.026 0.000 0.074
H 2.595 1.176 -2.349 -0.190 0.047 -0.062
H 2.168 -2.841 -1.101 -0.007 -0.122 -0.060
H 0.305 4.209 -3.152 -0.043 -0.115 0.016
H -3.175 -2.343 -1.079 -0.069 0.061 0.109
H -4.690 -3.245 -1.178 -0.089 -0.071 0.179
H 3.481 -0.999 -1.343 0.051 -0.132 0.016
H -3.966 -2.816 0.408 -0.091 -0.006 0.062
H -0.481 6.496 3.612 0.035 -0.117 -0.033
H 3.126 -5.426 4.658 -0.021 -0.076 0.100
H 0.335 7.488 2.415 0.021 -0.010 -0.037
H -0.476 -2.461 -1.075 -0.135 0.070 0.138
H 2.006 1.725 -0.752 -0.081 -0.212 -0.180
H -1.218 0.584 -2.482 -0.036 -0.218 0.137
H 2.745 -4.494 -0.754 0.019 -0.052 -0.033
H -2.932 3.609 -0.498 -0.034 -0.035 0.032
H -0.358 3.391 2.155 0.089 -0.099 0.141
H 0.521 -1.912 -5.406 0.021 -0.029 -0.021
H -1.296 3.093 0.044 0.033 0.085 -0.007
H -2.144 2.167 -1.166 -0.012 0.036 -0.019
H 4.677 -0.865 0.019 -0.014 -0.250 -0.060
```
Positions in Å, forces in eV/Å.

Output
HOMO-LUMO gap in eV: 6.88
Total charge: +1
Relative energy (zero: lowest compared OMol25 entry of this formula, charge and spin) in eV: 1.221
DFT total energy in hartree: -1664.517737
HOMO energy in Ha: -0.40601
Lowest unoccupied orbital energy in eV: -4.17

---

2.
Density functional theory data (ωB97M-V with the def2-TZVPD basis set) for a structure of composition C22H44AgFN2O4.

Geometry as XYZ:
```
74
Properties=species:S:1:pos:R:3:forces:R:3
Ag -1.457 -4.126 -0.821 0.635 0.742 1.058
F -0.398 -2.401 0.255 -0.413 -0.330 -0.743
O -0.657 -5.303 1.088 -1.381 0.295 -0.755
O 1.289 -6.067 1.711 -1.002 0.131 -0.579
O 0.235 -0.145 2.161 1.266 -0.713 0.701
O 2.448 -0.348 -4.697 -2.180 1.594 0.018
N -0.845 0.574 2.613 -1.691 2.675 -1.436
N 1.163 0.280 -4.569 2.118 1.320 1.064
C -0.713 0.027 5.046 0.778 0.187 0.235
C 1.023 1.531 -5.382 -0.712 0.579 -1.120
C 2.281 -5.879 2.694 -0.460 0.280 0.940
C -2.848 1.010 3.927 1.455 1.421 -0.513
C -0.861 0.680 -3.091 0.204 1.159 -1.111
C 0.629 -4.081 2.778 0.115 0.429 0.038
C 0.603 -1.358 -2.842 0.447 0.528 0.063
C -1.863 2.870 2.409 -1.069 -0.100 2.483
C -0.455 2.025 -5.205 -1.277 -0.283 -0.240
C 0.378 2.662 3.479 0.188 -0.798 -1.754
C -0.100 2.276 0.909 0.407 -0.871 1.062
C -2.134 -1.281 3.489 0.236 -0.078 -1.099
C 0.287 -5.123 1.794 1.291 -1.808 -0.494
C 0.600 0.155 -3.181 -0.374 -0.997 0.861
C -1.081 2.073 -3.803 1.187 -1.493 1.498
C -1.545 0.089 3.781 -2.090 0.990 0.852
C 1.989 2.682 -4.945 -0.027 -0.774 -0.065
C 1.590 0.818 -2.090 -0.537 0.462 -1.218
C -0.601 2.054 2.385 0.819 0.044 -0.396
C -2.646 2.581 3.718 -0.905 -1.679 -0.457
C 1.262 1.187 -6.939 0.163 -0.580 2.189
C 1.998 -4.488 3.171 2.881 1.571 1.425
H -2.514 2.730 1.546 0.106 -0.159 -0.049
H 1.177 1.932 3.608 -0.184 -0.201 0.655
H -2.744 -1.697 4.290 0.430 -0.010 0.217
H -0.044 -4.092 3.635 -0.302 0.160 -0.298
H 0.839 1.742 0.768 0.190 0.379 -0.127
H 1.355 0.416 -1.104 -0.251 -0.166 -0.207
H -1.258 0.761 -2.079 0.822 -0.057 0.354
H -0.121 -0.759 1.514 -0.172 -0.521 -0.547
H -0.172 2.929 4.382 0.394 -0.168 -0.042
H -1.146 1.384 -5.752 0.308 -0.559 -0.301
H -3.348 0.813 4.876 0.073 -0.109 -0.001
H 1.441 1.897 -2.075 -0.059 -0.012 0.067
H 2.641 0.632 -2.312 -0.135 -0.218 -0.132
H -1.630 3.926 2.541 0.337 0.125 -0.730
H -0.107 -1.515 -2.029 0.274 -0.047 0.302
H -0.810 1.852 0.198 -0.238 -0.155 0.130
H -2.798 -1.170 2.632 -0.022 -0.093 -0.137
H -0.033 3.342 0.692 0.267 -0.015 0.159
H -0.614 2.957 -5.746 0.599 0.282 0.180
H 2.298 0.898 -7.117 -0.010 -0.167 0.214
H -1.545 -0.057 -3.512 0.191 -0.157 -0.509
H -3.512 0.751 3.103 -0.075 -0.306 0.103
H 3.013 2.348 -4.774 -0.106 -0.155 0.146
H -0.651 2.828 -3.146 0.208 0.203 -0.155
H 2.096 -6.533 3.545 0.324 -0.700 -0.395
H 0.605 0.324 -7.050 0.001 0.158 -0.956
H 0.223 -0.452 4.761 0.222 -0.052 0.167
H 0.937 3.511 3.084 -0.436 0.435 -0.021
H -0.465 1.007 5.453 -0.033 0.043 -0.099
H 3.276 -5.961 2.257 -0.205 -0.391 0.114
H -1.131 -0.554 5.869 -0.337 -0.080 -0.210
H 2.219 -4.321 4.226 -0.337 -0.466 0.236
H 2.032 3.328 -5.821 -0.159 0.219 0.226
H 0.686 -3.111 2.283 -0.748 0.011 0.038
H 0.312 -2.011 -3.665 0.025 0.121 -0.192
H 1.086 2.025 -7.614 -0.595 -0.058 0.376
H 2.787 -3.860 2.756 -0.356 0.432 -0.546
H 1.623 -1.553 -2.513 -0.260 -0.703 0.094
H 1.593 3.204 -4.074 0.160 0.028 -0.108
H -3.655 2.955 3.547 -0.125 0.185 0.261
H -2.277 3.114 4.595 0.299 -0.188 -0.072
H -1.324 -1.923 3.143 -0.141 -0.480 0.386
H 2.248 -1.209 -5.072 -0.013 -0.706 -0.125
H -2.159 2.197 -3.694 -0.003 0.417 -0.973
```
Positions in Å, forces in eV/Å.

Output
HOMO-LUMO gap (spin up / spin down) in eV: 6.04 / 2.79
2S+1: 2
Total charge: +1
DFT total energy in hartree: -1521.521425
HOMO energy (spin up / spin down) in Ha: -0.34887 / -0.34887
Lowest unoccupied orbital energy (spin up / spin down) in eV: -3.45 / -6.70

---

3.
Density functional theory data (ωB97M-V with the def2-TZVPD basis set) for a structure of composition C22H44AlN3OP2.

Geometry as XYZ:
```
73
Properties=species:S:1:pos:R:3:forces:R:3
P 0.239 2.113 1.006 0.785 1.926 -0.660
P 0.202 -2.111 -0.889 0.082 -1.896 -0.488
Al 0.724 -0.113 0.239 2.713 -0.721 1.781
O -2.988 1.402 -3.746 1.754 0.376 -0.996
N 1.713 -1.127 1.920 -0.822 0.508 -0.039
N 2.411 0.284 -0.730 -4.465 0.592 -0.777
N 3.893 -0.816 1.061 -0.594 0.071 0.495
C -2.473 -2.968 -1.521 0.215 0.726 0.368
C -0.998 3.141 0.046 -0.308 -0.734 -0.526
C 0.965 -1.637 2.967 0.507 -0.396 0.300
C 1.825 -1.950 -1.787 0.293 0.022 0.253
C 1.222 2.092 3.662 0.360 -0.413 0.022
C -1.795 1.550 -3.656 0.095 -0.391 2.397
C -1.165 -2.403 -2.115 -0.179 0.857 -0.212
C 2.244 1.748 -0.997 1.621 -0.021 -1.692
C 0.516 2.984 2.635 -0.059 -0.175 1.000
C -0.728 3.590 3.299 -0.246 0.103 0.094
C -0.691 -3.218 -3.327 0.480 0.271 0.282
C 3.048 -1.386 1.956 0.586 0.544 -0.808
C -0.526 4.591 -0.087 -0.250 -0.108 0.813
C 0.840 -4.858 -0.766 0.197 -0.300 -0.027
C -0.613 -3.990 1.141 -0.288 -0.328 0.438
C 3.625 -2.260 2.897 0.023 -0.320 0.710
C 2.163 -0.483 -2.022 1.091 0.943 -0.199
C 1.492 -2.482 3.920 -0.925 -0.144 0.364
C 0.478 -3.672 0.119 0.315 0.908 0.458
C 1.916 2.572 0.213 -0.544 -0.317 0.569
C 2.862 -2.836 3.878 -0.261 0.487 -0.716
C -2.456 2.994 0.531 -0.170 -0.088 0.383
H -3.131 3.449 -0.209 0.289 -0.134 0.190
H 0.833 -2.901 4.713 0.556 0.517 -0.722
H 0.614 1.221 3.943 0.067 0.240 -0.075
H 1.919 -2.539 -2.717 -0.422 0.339 0.417
H -0.395 -4.225 -3.032 -0.027 0.065 -0.120
H -1.369 -1.361 -2.436 -0.103 -0.442 -0.131
H -1.342 -4.722 0.766 0.191 0.319 0.002
H -0.985 2.677 -0.964 0.121 0.182 0.395
H -1.519 2.844 3.453 0.175 0.177 -0.004
H -3.208 -3.032 -2.325 0.069 -0.017 0.041
H -2.894 -2.288 -0.753 0.210 -0.458 -0.277
H 3.525 -0.137 0.353 0.289 -0.701 0.260
H -0.082 -1.325 3.054 0.371 -0.149 -0.340
H -1.141 4.440 2.746 0.056 -0.261 0.076
H 4.871 -0.900 1.258 0.200 -0.075 -0.061
H 2.607 -2.358 -1.124 -0.355 0.061 0.018
H -0.043 -5.360 -1.167 0.043 0.123 -0.001
H 3.283 -3.529 4.591 0.027 0.043 0.068
H 1.412 2.668 4.577 -0.076 -0.090 -0.258
H 3.133 -0.451 -2.541 -0.426 0.001 -0.345
H 1.380 -5.594 -0.160 -0.131 0.078 -0.057
H 4.701 -2.403 2.824 -0.250 -0.174 0.096
H -2.334 -3.960 -1.099 -0.021 -0.018 0.013
H 2.198 1.721 3.319 -0.217 0.043 -0.020
H 1.378 -3.395 0.705 -0.276 -0.043 -0.368
H -1.255 1.453 -2.694 -0.899 -0.517 1.718
H -1.169 -3.112 1.504 0.166 -0.191 -0.165
H 2.671 2.376 0.979 -0.062 0.059 0.156
H -1.500 -3.300 -4.042 -0.191 0.025 -0.113
H 1.952 3.645 -0.019 -0.176 -0.328 0.164
H 1.395 0.033 -2.673 0.648 -0.473 0.551
H 0.154 -2.726 -3.825 -0.266 -0.234 0.001
H 1.503 -4.586 -1.591 -0.074 -0.083 0.074
H -0.141 -4.449 2.024 -0.191 0.115 -0.285
H 3.215 2.120 -1.421 -0.642 -0.130 0.364
H 1.204 3.813 2.399 -0.204 -0.323 -0.280
H 0.244 4.664 -0.826 0.455 0.203 -0.447
H -0.132 4.976 0.865 -0.168 0.029 -0.328
H -2.635 3.502 1.495 0.099 -0.284 -0.523
H -1.355 5.231 -0.391 0.000 -0.071 0.006
H -2.760 1.935 0.637 0.164 0.439 -0.032
H 1.538 1.945 -1.829 -0.087 -0.125 0.343
H -0.439 3.973 4.294 -0.065 -0.196 -0.425
H -0.850 1.773 -4.142 -0.874 0.473 -3.162
```
Positions in Å, forces in eV/Å.

Output
HOMO-LUMO gap in eV: 7.63
Total charge: +2
Relative energy (zero: lowest compared OMol25 entry of this formula, charge and spin) in eV: 2.201
DFT total energy in hartree: -2028.812245
HOMO energy in Ha: -0.52089
Lowest unoccupied orbital energy in eV: -6.54

---

Record order is preserved below.
F_max: 0.83, 3.58, 4.57 eV/A